No. 1
{"formula": "C15H22N2O2", "method": "wB97M-V/def2-TZVPD", "fmax_ev_per_a": 7.14, "relative_energy_kcal_mol": 60.3, "smiles": "O=C=N[C@H]1CC[C@@H](C[C@H]2CC[C@@H](N=C=O)CC2)CC1", "elements": ["O", "C", "N", "C", "C", "C", "C", "C", "C", "C", "C", "C", "N", "C", "O", "C", "C", "C", "C", "H", "H", "H", "H", "H", "H", "H", "H", "H", "H", "H", "H", "H", "H", "H", "H", "H", "H", "H", "H", "H", "H"], "coordinates": [[3.076256, -4.973523, 3.248056], [2.223131, -4.234744, 2.918962], [1.586823, -3.356694, 2.520068], [2.308565, -2.060515, 2.654976], [1.222390, -1.105649, 2.890770], [0.387212, -0.814263, 1.627201], [1.187051, -0.574138, 0.275279], [0.245445, -0.450320, -0.950428], [-0.261847, 0.915962, -1.298886], [-1.013116, 0.668172, -2.608667], [-1.728671, 2.010652, -3.019538], [-2.621519, 2.519670, -1.830901], [-3.583828, 1.494472, -1.394447], [-4.727391, 1.790309, -1.560249], [-5.859197, 2.288215, -1.645702], [-1.715686, 2.844069, -0.617466], [-1.097039, 1.530679, -0.112450], [2.199327, -1.671243, 0.169730], [3.084948, -1.844508, 1.409071], [3.031290, -2.037835, 3.570839], [0.606851, -1.358082, 3.782100], [1.700167, -0.079023, 3.094845], [-0.303542, -1.754713, 1.654063], [-0.226285, 0.062428, 1.950509], [1.825637, 0.317897, 0.272735], [-0.626358, -1.078068, -0.742844], [0.777897, -0.999734, -1.817421], [0.520781, 1.651439, -1.479876], [-0.312755, 0.451287, -3.396448], [-1.745968, -0.109250, -2.559509], [-2.403014, 1.820917, -3.871119], [-1.015487, 2.670047, -3.414251], [-3.162333, 3.491931, -2.113420], [-2.363135, 3.241575, 0.167463], [-1.042720, 3.668393, -0.847853], [-1.970705, 0.861884, 0.244078], [-0.331669, 1.782650, 0.601370], [1.831228, -2.644953, 0.056028], [2.826775, -1.469728, -0.691973], [3.559831, -0.866956, 1.512164], [3.910661, -2.598708, 1.353144]], "atomic_forces_ev_per_a": [[-0.96, -0.57, 0.23], [4.82, -4.28, 1.59], [-3.23, 3.12, -1.37], [0.59, -0.43, 1.82], [0.47, 4.03, 0.02], [-1.39, -0.79, 1.02], [-1.06, -0.28, 1.27], [1.71, -2.03, 0.29], [-0.99, -0.87, 0.23], [-0.69, 3.11, -0.16], [-2.28, -2.43, 0.56], [1.78, 2.10, -0.61], [0.66, -0.56, -0.55], [-6.26, 3.44, -0.11], [4.80, -2.90, 0.25], [-1.37, -0.56, 0.29], [-0.44, -0.09, -1.76], [1.48, -0.62, 0.01], [1.11, 1.41, -0.50], [-1.18, -0.47, -1.43], [0.33, 0.06, -0.77], [-0.34, -1.32, 0.25], [0.86, 1.67, -1.18], [0.18, -0.75, -0.75], [-0.42, 0.42, 0.63], [-0.05, -0.03, -0.06], [-0.76, 1.16, 0.95], [0.37, -0.08, -0.13], [0.38, -0.37, -0.26], [-0.34, -0.60, 0.30], [0.10, -0.09, 0.20], [0.98, 1.50, 0.12], [0.58, -1.41, 0.16], [-0.06, 0.05, 0.09], [0.42, -0.31, -0.25], [1.84, 0.89, -0.30], [-0.19, -0.23, 0.95], [-1.41, -1.36, -0.77], [0.28, -0.06, -0.22], [0.50, 0.06, 0.36], [-0.83, 0.49, -0.40]], "nbo_charge": [-0.5281, 0.8634, -0.5767, -0.0387, -0.3984, -0.4116, -0.2339, -0.3699, -0.2288, -0.3904, -0.4072, -0.0335, -0.5680, 0.8811, -0.5383, -0.4025, -0.4149, -0.3911, -0.4111, 0.2041, 0.2268, 0.1904, 0.2177, 0.2169, 0.1939, 0.2076, 0.2047, 0.1948, 0.2089, 0.2120, 0.2051, 0.2114, 0.1997, 0.2068, 0.2114, 0.2323, 0.2132, 0.2074, 0.2047, 0.2046, 0.2241]}


No. 2
{"formula": "C12H11ClN", "method": "wB97M-V/def2-TZVPD", "total_charge": 1, "fmax_ev_per_a": 2.23, "elements": ["C", "C", "C", "C", "C", "C", "C", "H", "H", "H", "H", "H", "H", "H", "Cl", "C", "C", "C", "N", "C", "C", "H", "H", "H", "H"], "coordinates": [[-0.823508, -0.636982, -0.782789], [-1.363831, -1.147660, 0.406961], [-1.267420, -2.457370, 0.881877], [-0.348923, -3.476729, 0.603500], [0.614736, -3.473439, -0.401576], [0.838313, -2.446707, -1.322739], [0.340089, -1.142914, -1.385899], [-1.458649, 0.085763, -1.390129], [-1.967610, -0.453766, 1.009355], [-2.058353, -2.734923, 1.590386], [-0.445749, -4.396242, 1.196110], [1.198850, -4.394158, -0.535679], [1.503151, -2.707843, -2.156838], [0.905168, -0.440702, -2.015717], [1.367643, 5.230311, 1.332517], [0.785564, 3.711541, 0.770078], [1.308819, 2.511558, 1.260470], [0.800216, 1.297191, 0.768907], [-0.163220, 1.267544, -0.148326], [-0.676811, 2.401345, -0.629244], [-0.228692, 3.657871, -0.195008], [2.089400, 2.507145, 2.003028], [1.190026, 0.346700, 1.133665], [-1.469140, 2.334657, -1.383508], [-0.670069, 4.557807, -0.609403]], "atomic_forces_ev_per_a": [[-0.65, 2.00, -0.72], [-0.63, -1.38, 0.94], [-0.48, 1.18, 0.34], [0.75, -0.69, -1.04], [-1.10, -0.74, 0.82], [0.26, 1.26, -0.59], [0.93, -1.32, -0.66], [0.83, -1.28, 0.81], [-0.26, -0.51, -0.64], [0.59, 0.32, 0.13], [0.05, 0.46, -0.27], [-0.25, 0.49, 0.09], [0.16, 0.31, 0.61], [-0.66, -0.51, -0.24], [-0.08, -0.30, -0.08], [-0.32, -0.50, -0.31], [-0.36, -0.45, -0.35], [0.19, 1.26, 0.18], [0.33, 0.28, 0.32], [0.43, 0.72, 0.41], [-0.08, -0.57, -0.08], [0.08, 0.05, 0.08], [-0.12, 0.10, -0.12], [0.28, -0.09, 0.27], [0.12, -0.08, 0.11]], "nbo_charge": [0.0140, -0.1847, -0.1369, -0.1595, -0.1606, -0.1373, -0.1849, 0.2361, 0.2465, 0.2447, 0.2465, 0.2472, 0.2449, 0.2459, 0.0897, 0.0117, -0.2461, 0.0536, -0.4178, 0.0502, -0.2430, 0.2520, 0.2166, 0.2162, 0.2552]}


No. 3
{"formula": "CH5NO2S", "method": "wB97M-V/def2-TZVPD", "fmax_ev_per_a": 2.86, "relative_energy_kcal_mol": 66.3, "smiles": "C=O.NSO", "elements": ["C", "O", "H", "H", "N", "S", "O", "H", "H", "H"], "coordinates": [[1.595280, -0.431927, 1.102669], [1.539863, -0.006308, 0.000231], [1.426373, 0.271173, 1.998133], [1.973370, -1.457643, 1.195379], [-1.073216, 0.392767, -1.757653], [-0.449718, -1.136886, -1.482328], [-1.177389, -1.545330, -0.070146], [-0.256881, 1.031926, -2.012904], [-1.607661, 0.381115, -2.633331], [-0.974565, -1.162503, 0.785780]], "atomic_forces_ev_per_a": [[0.83, 0.52, 1.49], [-0.01, 1.23, -1.29], [-0.08, -1.16, -0.67], [-0.21, -0.26, 0.88], [1.57, 1.45, -1.91], [-0.32, -0.51, 0.36], [-1.03, -1.01, -0.32], [-1.30, -0.87, 1.02], [-0.30, -0.07, 0.60], [0.85, 0.70, -0.15]], "nbo_charge": [0.2327, -0.4984, 0.1134, 0.1218, -0.9896, 0.6847, -0.8911, 0.3770, 0.3704, 0.4792]}


Record-wise HOMO values, in eV: -10.156, -12.680, -8.138
Record-wise E_tot values, in eV: -22985.6065, -26626.0518, -17536.0673
Record-wise Kohn-Sham gap values, in eV: 10.8, 8.0, 8.8